[1]
C5H10O2 | wB97M-V/def2-TZVPD

Summary:
ΔE to the lowest compared entry with this formula, charge and spin	1.7742	eV
LUMO	0.8	eV
HOMO	-9.55	eV
SMILES string	CCO[C@@H](C)C=O
Kohn-Sham gap	10.389	eV
net charge	0

```
17
Properties=species:S:1:pos:R:3:forces:R:3
C -2.05177 -1.58860 0.75778 0.0 0.0 0.0
C -1.08805 -0.41510 0.71764 -0.2 0.1 0.2
O -0.12544 -0.53416 -0.32675 0.0 0.0 -0.1
C 0.94935 0.37577 -0.16708 0.2 0.2 0.1
C 2.04248 0.21759 -1.22709 0.0 -0.1 0.0
C 0.46897 1.82288 -0.22554 0.3 0.3 0.0
O 1.21704 2.76549 -0.13028 -0.4 -0.3 0.0
H -1.55580 -2.52256 1.03552 0.0 0.1 -0.1
H -2.81828 -1.37484 1.51352 0.2 -0.1 -0.1
H -2.55991 -1.72893 -0.20049 0.1 0.0 0.1
H -1.67689 0.50450 0.58758 0.1 -0.1 0.0
H -0.57264 -0.33129 1.68785 0.0 0.0 -0.1
H 1.41253 0.22150 0.82293 -0.1 0.1 -0.1
H 2.70990 1.08067 -1.12608 -0.1 -0.2 0.0
H 2.63376 -0.69034 -1.08811 -0.2 0.0 0.0
H 1.63137 0.22637 -2.24128 -0.1 0.0 0.2
H -0.61660 1.97103 -0.39013 0.1 0.0 -0.1
```
Forces are in eV/Å.

[2]
C5H10O2 | wB97M-V/def2-TZVPD

Summary:
ΔE to the lowest compared entry with this formula, charge and spin	2.5233	eV
LUMO	0.7	eV
HOMO	-8.80	eV
SMILES string	C=C/C=C(/C)O.O
Kohn-Sham gap	9.510	eV
net charge	0

```
17
Properties=species:S:1:pos:R:3:forces:R:3
C -0.79505 -0.75278 2.86587 -1.7 0.0 1.0
C 0.44638 -0.41856 2.56303 0.3 -0.5 -0.8
C 0.78965 0.11018 1.19973 -1.0 -0.2 1.1
C 0.74346 -0.68806 0.13403 0.9 0.7 -0.4
O 0.62628 -2.04027 0.20267 -0.5 -0.1 0.0
C 1.02078 -0.20915 -1.26422 -1.4 0.2 0.8
H -1.21725 -1.09489 3.81265 1.1 -0.3 0.3
H -1.68724 -0.61734 2.26327 0.5 0.4 -0.9
H 1.26486 -0.66716 3.23470 -0.1 0.3 0.2
H 0.81235 1.19219 1.14408 0.3 -0.1 -0.4
H 0.17929 -2.26288 1.03190 0.2 0.0 0.1
H 1.91503 -0.71807 -1.58632 0.2 0.1 -0.7
H 1.06540 0.87570 -1.24617 0.7 0.1 0.0
H 0.12876 -0.38730 -1.87992 0.5 -0.6 -0.2
H -2.06324 2.58089 -3.44090 -0.2 -0.1 0.0
H -1.23748 2.80537 -4.67732 -0.2 -0.2 -0.1
O -1.99198 2.29213 -4.35708 0.3 0.3 0.1
```
Forces are in eV/Å.

[3]
C5H10O2 | wB97M-V/def2-TZVPD

Summary:
ΔE to the lowest compared entry with this formula, charge and spin	6.0994	eV
LUMO	0.9	eV
HOMO	-7.70	eV
Kohn-Sham gap	8.587	eV
net charge	0

```
17
Properties=species:S:1:pos:R:3:forces:R:3
C -0.73218 0.75251 -2.20084 -0.2 0.1 -0.2
O 0.30792 0.49642 -1.29430 0.1 0.0 0.0
C 0.00930 0.93555 0.02197 0.0 0.1 0.1
C -0.78871 -0.08446 0.81504 -0.1 0.0 0.0
O 0.34930 -0.57445 1.60049 0.2 0.1 0.0
C 1.22549 0.78682 0.92625 -0.2 0.2 0.1
C 1.04905 -1.70913 1.07226 0.1 -0.2 0.0
H -1.66299 0.21614 -1.94721 0.2 0.1 0.0
H -0.96478 1.82821 -2.24943 0.0 -0.1 0.0
H -0.39768 0.41765 -3.18593 -0.1 0.1 0.1
H -0.44503 1.93766 -0.02657 0.1 -0.1 0.0
H -1.26975 -0.89697 0.25635 0.2 0.1 0.1
H -1.49009 0.34909 1.53315 0.2 -0.1 -0.1
H 1.09470 1.44483 1.79899 -0.1 0.0 -0.1
H 1.21530 -1.57889 -0.00025 -0.1 -0.1 0.2
H 2.01163 -1.70072 1.58371 -0.1 -0.1 -0.1
H 0.48852 -2.62028 1.29633 0.0 0.1 0.0
```
Forces are in eV/Å.